No. 1
The following is a DFT calculation (ωB97M-V/def2-TZVPD) of a molecular structure, C5H8N2O in a non-equilibrium geometry.

Atoms and positions in Å:
O: -1.7667 0.2519 -1.3540
N: 1.8005 0.5175 -0.7595
N: -1.6682 -1.9149 1.9721
C: 0.5362 -1.4472 0.0082
C: 0.6728 -0.3440 -0.8961
C: -1.0447 -1.4387 1.1160
C: -0.9257 0.3671 -0.5117
C: -0.8508 1.4008 0.5762
H: 1.1958 -1.4884 0.8695
H: -0.0615 1.1909 1.2911
H: 0.4805 -0.5906 -1.9390
H: 1.7042 1.3806 -1.2831
H: -1.8074 1.4240 1.0972
H: 2.0598 0.7229 0.1980
H: 0.3448 -2.3980 -0.4785
H: -0.6696 2.3659 0.0937

Forces on atoms 1 to 2 (eV/Å):
-0.1742 -0.2657 0.9076
0.2417 0.0117 0.2566

- maximum force (eV/A) = 3.99
- HOMO (eV) = -8.8
- total energy (eV) = -10339.1773

---

No. 2
The following is a DFT calculation (ωB97M-V/def2-TZVPD) of C5H10N2O3 in the gas phase in a non-equilibrium geometry.

Atoms and positions in Å:
O: 2.5741 1.0622 -0.8554
O: -2.4421 -1.6194 -0.1776
O: -0.1101 -1.7949 -0.9507
N: 0.2525 0.8612 -0.8964
N: 2.6125 -1.6593 0.2548
C: -0.9798 0.3390 -0.1791
C: 1.9783 -0.4069 0.7276
C: 1.4540 0.5766 -0.3783
C: -2.1723 1.3802 0.2859
C: -1.2068 -1.0994 -0.6527
H: -3.0456 1.0083 0.9877
H: 1.1987 -0.6041 1.5669
H: -1.7762 2.1395 1.2383
H: -2.7327 1.9785 -0.6488
H: -3.2355 -0.7522 -0.1905
H: 2.7015 0.2963 1.2556
H: -0.5307 0.0802 0.9255
H: 0.2466 1.4743 -1.6559
H: 3.4320 -1.2196 -0.3559
H: 1.7818 -2.0405 -0.3007

Forces on atoms 1 to 2 (eV/Å):
-4.6135 -0.5344 0.1848
-0.7585 3.8195 -1.9353

- maximum force (eV/A) = 8.23
- HOMO (eV) = -9.0
- structure (SMILES) = C[C@H](NC(=O)CN)C(=O)O
- total energy (eV) = -14465.2274

---

No. 3
The following is a DFT calculation (ωB97M-V/def2-TZVPD) of C4H3BrN2O in the gas phase in a non-equilibrium geometry.

Atoms and positions in Å:
Br: -3.0896 -0.5066 0.1010
O: -1.0194 2.6924 0.0779
N: -0.4540 -1.0734 -0.5383
N: 0.8955 1.3244 -0.0077
C: 1.5330 0.1040 -0.0964
C: -1.2655 -0.9325 0.3863
C: -0.1492 1.9159 0.1012
C: 0.8853 -0.9937 -0.5051
H: 1.1218 -2.0316 -0.6594
H: -1.0798 -0.8529 1.4484
H: 2.6219 0.3540 -0.3079

Forces on atoms 1 to 2 (eV/Å):
-0.1945 -0.3925 -0.2269
-0.4246 -0.2009 0.4557

- maximum force (eV/A) = 3.16
- HOMO (eV) = -8.8
- structure (SMILES) = O=C=N/C=C\N=C\Br
- total energy (eV) = -79264.5446

---

No. 4
The following is a DFT calculation (ωB97M-V/def2-TZVPD) of a gas-phase ion, C6H8N (charge +1) in a non-equilibrium geometry.

Atoms and positions in Å:
N: 2.0918 -0.4599 0.7757
C: -1.3406 0.3400 -0.3883
C: -1.5257 1.7020 -0.9786
C: 2.2534 -1.5154 1.3561
C: -0.2566 -0.3868 0.0873
C: -2.5654 0.6777 -0.4806
C: 1.1781 -0.0773 -0.2127
H: -0.5653 -1.1167 0.7790
H: 3.0871 -1.5735 1.9966
H: -1.3289 2.4778 -0.2341
H: 1.2519 0.8925 -0.4138
H: -3.4612 0.1722 -0.5399
H: -1.7037 1.9066 -2.0251
H: 1.6306 -2.3247 1.3481
H: 1.2544 -0.7145 -1.0697

Forces on atoms 1 to 2 (eV/Å):
1.3303 3.2148 -1.0966
5.1794 -0.9287 0.3306

- maximum force (eV/A) = 5.61
- charge = +1
- HOMO (eV) = -13.5
- total energy (eV) = -7828.4599

---

No. 5
The following is a DFT calculation (ωB97M-V/def2-TZVPD) of 2 unconnected molecules or ions with the total composition C10H18N3O in a non-equilibrium geometry.

Atoms and positions in Å:
O: 2.2519 -1.7773 0.2817
N: -0.6648 -1.4376 -1.6797
N: -0.6193 -2.6784 0.2652
N: -1.9830 -0.8458 0.1318
C: 0.6172 1.1837 1.6002
C: 1.9707 -0.4529 0.5084
C: -3.5438 -0.0771 -1.6839
C: 0.2105 3.4441 0.6079
C: -1.0948 -1.6500 -0.4372
C: 1.0261 2.1648 0.7057
C: -2.6053 0.3352 -0.5611
C: 2.0971 1.8489 -0.1363
C: 1.1509 -0.1116 1.5579
C: 2.5296 0.5456 -0.2876
H: -0.7142 3.2413 1.1487
H: 0.7088 4.3030 1.0353
H: -0.1453 1.3765 2.3448
H: -0.1000 3.6915 -0.4083
H: 2.6494 2.6450 -0.6211
H: -1.1103 -0.7006 -2.2022
H: -1.7613 0.9764 -0.8058
H: 0.9048 -0.8205 2.3390
H: -3.1289 0.7697 0.2834
H: 2.6427 -1.8287 -0.6074
H: -3.1894 0.2298 -2.6642
H: -3.7357 -1.1416 -1.7131
H: -2.5089 -1.2699 0.8810
H: 3.3380 0.2667 -0.9547
H: -0.5218 -2.5082 1.2555
H: -4.5022 0.4233 -1.5756
H: 0.2818 -1.6577 -1.9487
H: 0.0535 -3.3148 -0.1258

Forces on atoms 1 to 2 (eV/Å):
0.1967 -0.1476 -0.5376
-0.1580 0.4118 -0.2508

- maximum force (eV/A) = 1.99
- charge = +1
- HOMO (eV) = -11.6
- total energy (eV) = -17174.3807

---

No. 6
The following is a DFT calculation (ωB97M-V/def2-TZVPD) of C3H6O2S in the gas phase in a non-equilibrium geometry.

Atoms and positions in Å:
S: 1.5762 -1.2645 0.0110
O: 0.9407 1.2854 -0.6351
O: -1.5854 -1.3165 0.0596
C: 0.4234 0.0703 -0.2909
C: 0.4132 1.1541 0.6788
C: -1.0461 -0.2683 -0.7398
H: 2.3702 -0.4034 0.8325
H: -1.0451 -2.0655 0.3327
H: -1.6301 0.6307 -0.6576
H: 1.1544 1.0955 1.5673
H: -1.0657 -0.6078 -1.8091
H: -0.5057 1.6899 0.6506

Forces on atoms 1 to 2 (eV/Å):
1.0580 0.9787 0.7199
1.1569 0.8983 -1.1349

- maximum force (eV/A) = 3.55
- HOMO (eV) = -9.4
- structure (SMILES) = OC[C@]1(S)CO1
- total energy (eV) = -18136.0476

---

What did the first record say?
The following is a DFT calculation (ωB97M-V/def2-TZVPD) of a molecular structure, C5H8N2O in a non-equilibrium geometry.

Atoms and positions in Å:
O: -1.7667 0.2519 -1.3540
N: 1.8005 0.5175 -0.7595
N: -1.6682 -1.9149 1.9721
C: 0.5362 -1.4472 0.0082
C: 0.6728 -0.3440 -0.8961
C: -1.0447 -1.4387 1.1160
C: -0.9257 0.3671 -0.5117
C: -0.8508 1.4008 0.5762
H: 1.1958 -1.4884 0.8695
H: -0.0615 1.1909 1.2911
H: 0.4805 -0.5906 -1.9390
H: 1.7042 1.3806 -1.2831
H: -1.8074 1.4240 1.0972
H: 2.0598 0.7229 0.1980
H: 0.3448 -2.3980 -0.4785
H: -0.6696 2.3659 0.0937

Forces on atoms 1 to 2 (eV/Å):
-0.1742 -0.2657 0.9076
0.2417 0.0117 0.2566

- maximum force (eV/A) = 3.99
- HOMO (eV) = -8.8
- total energy (eV) = -10339.1773